(1)
The following is a quantum chemistry calculation of a single C4H5N5OS molecule in a non-equilibrium geometry, from the OMol25 dataset.

Values from the calculation:
Kohn-Sham gap (spin up / spin down): 5.69 / 7.22 eV
2S+1: 3

```
16
C4H5N5OS (ωB97M-V/def2-TZVPD)
C 1.8578 -0.8865 -3.3095
C -0.2173 -0.1973 -0.2413
C -0.1976 1.3201 2.9318
C 0.8287 -0.9947 -2.3528
N 2.6567 -0.6473 -4.0743
N -1.3519 -0.6176 -0.8228
N -2.2769 -0.6444 0.1227
N -1.8303 -0.2686 1.2206
N -0.5692 0.0351 1.0493
O 0.3781 0.3495 1.9910
S 1.3443 0.0278 -0.9574
H 0.2696 1.4013 3.8709
H -1.3800 1.2525 3.0134
H 0.0965 2.2193 2.3936
H 0.4400 -1.9341 -2.0480
H -0.0485 -0.4152 -2.7871
```

=====

(2)
The following is a quantum chemistry calculation of a molecular structure, C25H54O3SSi2Tb in a non-equilibrium geometry, from the OMol25 dataset.

Values from the calculation:
Total charge: +3
Kohn-Sham gap (spin up / spin down): 5.44 / 5.56 eV
2S+1: 7

```
86
C25H54O3SSi2Tb (ωB97M-V/def2-TZVPD)
C -2.7247 3.4616 -1.6604
C -2.2110 2.3077 -2.2851
Si -3.3488 1.1223 -3.2954
C -5.0944 1.9140 -3.3112
C -5.3839 2.6483 -4.6788
C -4.2386 3.6373 -5.0997
O -3.3969 3.1090 -6.1314
O -3.5206 -0.4444 -2.6171
Si -2.0788 -1.3740 -2.5004
S -0.8791 -0.6072 -0.8595
C -2.6362 -3.1647 -2.0172
C -1.8816 -3.8016 -0.7696
C -2.5586 -3.4425 0.6211
C -1.4681 -3.2899 1.7511
C -1.7712 -2.0601 2.7611
C -0.5931 -1.8582 3.8668
C -0.6437 -0.3722 4.3885
C 0.6271 0.5217 4.0017
C 0.8818 0.4857 2.4337
C 2.3558 0.0954 1.9570
C 3.0510 -1.0816 2.7825
C 4.5024 -0.5925 3.1976
C 4.5354 0.1924 4.5569
C 4.0985 1.6921 4.4605
C 5.0132 2.5811 3.5478
C 4.1863 3.8832 3.1799
C -1.0598 -1.4878 -4.0950
C 0.4110 -2.0622 -3.8586
C 1.4134 -0.9507 -3.3616
O 2.5129 -0.7802 -4.2287
C 3.5605 -0.1056 -3.5068
H -2.8832 4.4045 -2.2300
H -3.0479 3.4499 -0.5912
H -1.1234 2.0584 -2.1543
H -2.8167 0.9593 -4.6590
H -5.8140 1.0619 -3.2310
H -5.2513 2.6210 -2.4543
H -5.5347 1.8576 -5.4543
H -6.3390 3.2184 -4.6365
H -4.7276 4.5423 -5.5437
H -3.6363 4.0181 -4.2420
H -3.9639 2.6059 -6.7245
H 0.1882 -1.4600 -0.7692
H -2.3940 -3.8352 -2.8744
H -3.7241 -3.1050 -1.7969
H -1.9971 -4.9069 -0.9063
H -0.7823 -3.6156 -0.7762
H -3.2969 -4.2196 0.9261
H -3.1230 -2.4991 0.4581
H -0.4353 -3.1286 1.2705
H -1.4242 -4.2453 2.3320
H -2.7471 -2.1986 3.2696
H -1.8040 -1.1665 2.0907
H -0.7725 -2.6374 4.6394
H 0.3598 -2.1216 3.3326
H -0.8519 -0.3421 5.4769
H -1.5161 0.1121 3.8864
H 1.5287 0.2826 4.6101
H 0.3478 1.5659 4.2784
H 0.7169 1.5277 2.0638
H 0.1449 -0.1447 1.8763
H 2.9766 1.0129 1.8827
H 2.2494 -0.2718 0.8947
H 3.2311 -1.9969 2.0632
H 2.4358 -1.4793 3.6697
H 4.8388 0.0873 2.3856
H 5.1563 -1.4854 3.2941
H 5.5927 0.1745 4.9114
H 3.9620 -0.3838 5.3290
H 3.0450 1.8486 4.1363
H 4.1858 2.1087 5.4949
H 5.2894 2.1077 2.5768
H 5.9091 2.9572 4.0942
H 4.0590 4.5339 4.0778
H 4.6471 4.4504 2.3448
H 3.1484 3.5949 2.8690
H -1.5631 -2.2260 -4.7629
H -0.9088 -0.5106 -4.6121
H 0.3954 -2.9449 -3.1750
H 0.7586 -2.4172 -4.8513
H 1.7285 -1.2370 -2.3175
H 0.8232 -0.0049 -3.2479
H 3.9875 0.7361 -4.0977
H 4.3873 -0.8215 -3.2825
H 3.2067 0.3273 -2.5437
Tb 1.5182 -2.9961 2.1699
```

=====

(3)
The following is a quantum chemistry calculation of a molecular structure, C3H5NO2 in a non-equilibrium geometry, from the OMol25 dataset.

Values from the calculation:
Kohn-Sham gap: 9.01 eV
Energy above the lowest of the compared OMol25 structures with the same formula, charge and spin: 4.076 eV

```
11
C3H5NO2 (ωB97M-V/def2-TZVPD)
N 1.5606 -0.4955 0.2987
C 0.2240 -0.1961 -0.0282
C -1.0763 -0.8074 0.4065
O -1.7346 0.5164 0.1785
C -0.5137 0.9265 -0.1872
O -0.2035 1.9498 -0.9817
H 1.9253 0.1246 1.0133
H 2.2197 -0.5673 -0.4642
H 0.2905 1.1650 -1.4169
H -1.5689 -1.5146 -0.2668
H -1.1230 -1.1014 1.4482
```

=====

(4)
The following is a quantum chemistry calculation of 2 unconnected molecules or ions with the total composition C2H8N2O2 in a non-equilibrium geometry, from the OMol25 dataset.

Values from the calculation:
Structure (SMILES): NC=O.NCO
Kohn-Sham gap: 10.71 eV
Energy above the lowest of the compared OMol25 structures with the same formula, charge and spin: 2.685 eV

```
14
C2H8N2O2 (ωB97M-V/def2-TZVPD)
N 1.6491 0.0002 1.7578
C 1.5314 0.6228 0.4205
O 0.7481 -0.1509 -0.4470
H 0.8024 0.3834 2.3297
H 2.4346 0.5473 2.2302
H 0.9500 1.5738 0.4127
H 2.5767 0.7842 -0.0719
H 1.2548 -0.9737 -0.6084
C -1.8728 -0.3657 -0.3217
N -1.9094 -0.4523 -1.7756
O -2.3642 -1.0079 0.5715
H -1.2064 0.5135 -0.0365
H -2.8302 -0.0620 -2.2647
H -1.7643 -1.4127 -2.1965
```

=====

(5)
The following is a quantum chemistry calculation of a single C4H6N2O molecule in a non-equilibrium geometry, from the OMol25 dataset.

Values from the calculation:
Kohn-Sham gap (spin up / spin down): 8.03 / 7.08 eV
Energy above the lowest of the compared OMol25 structures with the same formula, charge and spin: 5.831 eV

```
13
C4H6N2O (ωB97M-V/def2-TZVPD)
N -2.6114 0.4228 -0.5470
C -1.3528 0.3123 -0.5067
O -0.8692 -0.9181 -0.1345
C 0.5196 -1.1093 -0.2915
C 1.3054 -0.4545 0.8439
C 1.1783 1.0283 0.6865
N 0.3474 1.6512 0.0981
H -2.8886 1.3624 -0.8206
H -0.4173 2.0416 -0.4345
H 0.8519 -0.6936 -1.2532
H 0.6887 -2.1890 -0.3004
H 0.8853 -0.7196 1.8221
H 2.3626 -0.7346 0.8379
```

=====

(6)
The following is a quantum chemistry calculation of 6 unconnected molecules or ions with the total composition C27H61NO14Si2, from the OMol25 dataset.

Values from the calculation:
Structure (SMILES): CCCOC[Si@H](CNC)O[SiH2]COO.CCOC(C)=O.CCOC(C)=O.CCOC(C)=O.CCOC(C)=O.CCOC(C)=O
Kohn-Sham gap: 8.90 eV

```
105
C27H61NO14Si2 (ωB97M-V/def2-TZVPD)
C 5.2766 -1.0869 0.0767
C 4.6121 -1.7947 -1.1054
C 3.0746 -1.7056 -1.1138
O 2.5535 -0.6915 -0.2532
C 2.5871 0.6030 -0.8460
Si 1.0228 0.9655 -1.8380
C -0.2004 1.8053 -0.6907
N -1.5113 2.0532 -1.2704
C -1.5112 2.9066 -2.4503
O 0.4403 -0.4342 -2.4823
Si -0.8439 -1.3888 -2.0914
C -1.0461 -1.5676 -0.2183
O -1.3379 -2.9395 0.0254
O -2.2568 -3.0560 1.1215
H 6.2938 -1.4572 0.2162
H 4.7095 -1.2556 0.9958
H 5.3538 -0.0075 -0.0691
H 5.0156 -1.3988 -2.0432
H 4.8793 -2.8546 -1.0927
H 2.6278 -2.6448 -0.7837
H 2.7068 -1.5226 -2.1307
H 3.4779 0.7335 -1.4777
H 2.6918 1.3250 -0.0251
H 1.3484 1.8765 -2.9607
H -0.3386 1.1889 0.2027
H 0.3314 2.7190 -0.3496
H -2.1259 2.4558 -0.5755
H -2.5037 3.3391 -2.5708
H -0.7743 3.7232 -2.3878
H -1.3153 2.3343 -3.3606
H -0.6005 -2.7259 -2.6664
H -2.0817 -0.8215 -2.6648
H -1.8996 -0.9612 0.1063
H -0.1549 -1.2471 0.3413
H -1.6923 -2.8282 1.8922
O -4.1724 2.0481 -4.1001
C -5.2266 1.7047 -3.6379
O -6.3565 2.0849 -4.2714
C -7.6608 1.6718 -3.8340
C -8.2049 2.5800 -2.7524
C -5.3058 0.9458 -2.3340
H -7.6441 0.6280 -3.5228
H -8.2704 1.7312 -4.7342
H -7.5967 2.5541 -1.8483
H -9.2205 2.2792 -2.4919
H -8.2336 3.6106 -3.1068
H -5.3302 1.6767 -1.5221
H -4.3943 0.3612 -2.2396
H -6.1728 0.3009 -2.2302
O -0.8782 -2.1691 3.3941
C -1.4562 -1.5321 4.2412
O -0.7852 -1.2352 5.3611
C -1.3276 -0.3924 6.3916
C -2.2072 -1.1617 7.3516
C -2.8998 -1.1282 4.0791
H -1.8474 0.4581 5.9514
H -0.4456 -0.0066 6.8988
H -3.0921 -1.5613 6.8565
H -2.5367 -0.5048 8.1571
H -1.6516 -1.9916 7.7869
H -3.5190 -1.9495 4.4437
H -3.0972 -1.0095 3.0168
H -3.1803 -0.2253 4.6119
O 4.3167 -5.2794 -2.0945
C 3.3593 -5.6732 -1.4852
O 2.2242 -4.9495 -1.5423
C 0.9965 -5.3676 -0.9212
C 0.9472 -5.0003 0.5433
C 3.4182 -6.9109 -0.6194
H 0.8340 -6.4331 -1.0866
H 0.2257 -4.8296 -1.4700
H 1.7186 -5.5132 1.1194
H -0.0292 -5.2553 0.9554
H 1.0857 -3.9255 0.6616
H 3.7751 -6.6109 0.3667
H 4.1514 -7.5831 -1.0554
H 2.4705 -7.4255 -0.4956
O 8.3702 0.3067 0.3598
C 8.9027 -0.1619 1.3253
O 9.1895 -1.4847 1.3128
C 9.9055 -2.1354 2.3685
C 8.9968 -2.5434 3.5083
C 9.1916 0.6565 2.5623
H 10.7337 -1.5144 2.7111
H 10.3370 -3.0129 1.8897
H 8.5507 -1.6772 3.9969
H 9.5634 -3.1012 4.2550
H 8.1936 -3.1786 3.1362
H 8.2982 0.6401 3.1882
H 9.3634 1.6811 2.2459
H 10.0313 0.3086 3.1558
O -6.3072 4.7022 -0.4804
C -5.6862 5.4257 -1.2135
O -5.5861 6.7306 -0.8845
C -4.7767 7.6500 -1.6319
C -5.5007 8.1986 -2.8420
C -5.0781 4.9168 -2.4956
H -3.8268 7.1888 -1.9023
H -4.5604 8.4443 -0.9197
H -5.7286 7.4143 -3.5636
H -4.8803 8.9456 -3.3383
H -6.4347 8.6703 -2.5380
H -5.8334 4.9588 -3.2815
H -4.8228 3.8754 -2.3364
H -4.1947 5.4453 -2.8408
```

=====

(7)
The following is a quantum chemistry calculation of a single C21H22FN3O molecule in a non-equilibrium geometry, from the OMol25 dataset.

Values from the calculation:
Structure (SMILES): COc1ccc(-n2cc(CN3CCCC3)c(-c3cccc(F)c3)n2)cc1
Kohn-Sham gap: 8.62 eV
Energy above the lowest of the compared OMol25 structures with the same formula, charge and spin: 1.809 eV

```
48
C21H22FN3O (ωB97M-V/def2-TZVPD)
C -5.9770 -3.9064 -1.8654
H -7.0047 -4.0256 -2.2048
O -5.8301 -2.5378 -1.5720
C -4.6269 -2.0949 -1.1194
C -3.5037 -2.8914 -0.9160
C -2.3315 -2.3288 -0.4495
C -2.2529 -0.9676 -0.1770
C -3.3746 -0.1675 -0.3839
C -4.5440 -0.7277 -0.8479
H -5.4194 -0.1201 -1.0118
H -3.3443 0.8922 -0.1880
N -1.0463 -0.4438 0.2956
C -0.7602 0.8273 0.6699
C 0.5632 0.8683 1.0482
C 1.0124 -0.4714 0.8786
N 0.0184 -1.2288 0.4311
C 2.2912 -1.1040 1.1811
C 2.2917 -2.4558 1.5344
C 3.4681 -3.1118 1.8364
C 4.6788 -2.4390 1.7956
C 4.6676 -1.1053 1.4354
C 3.5055 -0.4262 1.1262
H 3.5684 0.6058 0.8281
F 5.8405 -0.4330 1.3765
H 5.6109 -2.9279 2.0299
H 3.4483 -4.1562 2.1096
H 1.3481 -2.9765 1.5657
C 1.2879 2.0877 1.5419
N 1.6273 3.0752 0.5355
C 2.4857 2.6326 -0.5535
C 2.2766 3.6573 -1.6820
H 1.8842 3.1642 -2.5716
H 3.2048 4.1557 -1.9542
C 1.2472 4.6418 -1.1159
H 1.7507 5.4743 -0.6256
H 0.5753 5.0331 -1.8773
C 0.5291 3.7988 -0.0696
H 0.0135 4.3950 0.6860
H -0.2026 3.1356 -0.5626
H 3.5227 2.6214 -0.2048
H 2.2235 1.6221 -0.9045
H 0.6550 2.5986 2.2758
H 2.2108 1.7919 2.0470
H -1.4957 1.6048 0.6756
H -1.4550 -2.9358 -0.2909
H -3.5282 -3.9504 -1.1166
H -5.2948 -4.2225 -2.6610
H -5.8152 -4.5273 -0.9784
```

=====

(8)
The following is a quantum chemistry calculation of a molecular structure, C40H18BF25GeN4OPtS2 in a non-equilibrium geometry, from the OMol25 dataset.

Values from the calculation:
Kohn-Sham gap (spin up / spin down): 5.51 / 5.52 eV
Energy above the lowest of the compared OMol25 structures with the same formula, charge and spin: 5.885 eV

```
93
C40H18BF25GeN4OPtS2 (ωB97M-V/def2-TZVPD)
Pt 1.4995 -0.1218 -0.2599
S 5.6831 5.3199 3.1241
N 4.2931 5.4120 2.3128
C 3.9269 4.1931 1.9451
C 2.7532 3.8438 1.2044
C 1.8565 4.7877 0.6982
C 0.7545 4.3469 0.0010
C 0.5734 2.9752 -0.1674
N 1.4158 2.0842 0.3098
C 2.5112 2.4761 0.9659
C 3.4645 1.4708 1.3785
N 3.2156 0.1998 1.0618
C 4.0629 -0.7578 1.3641
C 5.2596 -0.4972 2.0322
C 5.5540 0.8014 2.3867
C 4.6454 1.8142 2.0680
C 4.8542 3.1969 2.3792
N 5.8724 3.7204 3.0451
H 2.0671 5.8339 0.8538
H 0.0400 5.0399 -0.4131
H -0.2832 2.5907 -0.7043
H 3.7766 -1.7626 1.0765
H 5.9395 -1.3020 2.2581
H 6.4618 1.0680 2.9054
F 1.0354 -2.5714 0.8681
B 0.4861 -2.0720 2.0434
F 0.8148 -2.7970 3.1233
F -0.9140 -1.9811 1.8972
F 0.9536 -0.7386 2.1225
C -0.5668 -2.4733 -4.5577
C 0.2285 -3.1895 -3.4574
C -0.6957 -4.0772 -2.6137
C 1.3630 -4.0176 -4.0702
C 0.7700 -2.1630 -2.5883
C 1.1371 -1.2850 -1.8275
H -1.0336 -3.2069 -5.2091
H 0.0933 -1.8439 -5.1503
H -1.3427 -1.8489 -4.1216
H -1.0795 -4.8957 -3.2181
H -1.5302 -3.4890 -2.2414
H -0.1632 -4.4824 -1.7563
H 0.9405 -4.7830 -4.7172
H 1.9538 -4.4996 -3.2960
H 2.0207 -3.3850 -4.6612
F -3.5624 -1.4293 -1.4417
C -3.6897 -2.4429 -0.5633
C -3.4081 -2.1791 0.7624
C -3.5514 -3.2085 1.6713
F -3.3062 -2.9816 2.9606
C -3.9660 -4.4737 1.2673
F -4.1190 -5.4609 2.1501
C -4.2336 -4.7161 -0.0758
F -4.6099 -5.9326 -0.4670
C -4.1046 -3.6891 -1.0055
F -4.3708 -3.9055 -2.2968
Ge -2.7622 -0.3389 1.1742
S -1.2110 0.2725 -0.2761
C -2.7384 0.0413 3.1401
C -1.7096 0.5811 3.8868
F -0.6258 1.0365 3.2583
C -1.8093 0.7032 5.2730
F -0.8158 1.2374 5.9886
C -2.9652 0.2806 5.9233
F -3.0663 0.3911 7.2468
C -4.0266 -0.2315 5.1816
F -5.1502 -0.6055 5.7929
C -3.8920 -0.3291 3.8044
F -4.9143 -0.7777 3.0610
C -4.2682 0.8609 0.5181
C -4.0120 2.2095 0.3463
F -2.8337 2.6814 0.7986
C -4.9126 3.0792 -0.2536
F -4.6111 4.3730 -0.4047
C -6.1358 2.5875 -0.7019
F -7.0192 3.3977 -1.2830
C -6.4342 1.2406 -0.5242
F -7.6005 0.7567 -0.9524
C -5.5041 0.4095 0.0924
F -5.8350 -0.8720 0.2790
C 2.5267 1.1183 -3.7276
C 3.5971 1.3746 -2.6535
O 3.1880 1.2155 -1.3855
C 4.0607 2.8499 -2.7919
F 5.0996 3.1505 -2.0081
F 4.4010 3.1999 -4.0374
F 3.0606 3.6659 -2.4259
C 4.8044 0.4325 -2.9001
F 5.7998 0.6468 -2.0323
F 5.3320 0.5301 -4.1283
F 4.4313 -0.8444 -2.7415
H 1.7057 1.8138 -3.5704
H 2.1572 0.1030 -3.5991
H 2.9422 1.2448 -4.7239
```